{
  "formula": "C26H17Br2N6O7RuS",
  "method": "the ωB97M-V functional and the def2-TZVPD basis",
  "charge": 1,
  "mol_weight_g_mol": 818.402,
  "gap_ev": [5.728, 3.141],
  "multiplicity": 5,
  "total_energy_ha": -7496.94346,
  "largest_force_ev_per_a": 1.57,
  "s_squared": 6.04,
  "de_lowest_kj_mol": 185.0,
  "elements": ["Ru", "N", "C", "C", "C", "C", "C", "C", "S", "O", "O", "N", "C", "N", "C", "C", "C", "N", "H", "H", "H", "H", "H", "H", "H", "H", "H", "Br", "C", "C", "C", "Br", "C", "C", "C", "C", "N", "C", "C", "O", "H", "H", "H", "H", "O", "C", "O", "C", "C", "C", "C", "C", "C", "N", "O", "O", "H", "H", "H", "H"],
  "coordinates": [[-0.06968, 0.06792, 0.18737], [-3.21170, -5.46244, -6.09587], [-2.60315, -5.08940, -4.93644], [-1.64902, -4.05822, -4.92775], [-1.00118, -3.72052, -3.75802], [-1.29755, -4.38915, -2.57902], [-2.26685, -5.38117, -2.56004], [-2.91460, -5.72903, -3.72484], [-0.37683, -4.04195, -1.09784], [1.02161, -4.14836, -1.40758], [-0.90306, -4.82424, -0.02356], [-0.60443, -2.41226, -0.75509], [-1.82517, -2.08993, -0.31239], [-1.83042, -0.98945, 0.49295], [-2.94501, -0.68671, 1.16499], [-4.09697, -1.41183, 1.00265], [-4.05533, -2.42241, 0.04051], [-2.95703, -2.74423, -0.60748], [-2.99748, -5.00211, -6.95848], [-3.90260, -6.18702, -6.10519], [-1.41407, -3.54152, -5.85042], [-0.26072, -2.93237, -3.76890], [-2.49173, -5.86558, -1.61962], [-3.66654, -6.50880, -3.71988], [-2.89041, 0.13893, 1.86251], [-4.98743, -1.19475, 1.57114], [-4.94965, -2.97727, -0.22385], [3.03161, 3.98349, 0.88240], [3.44049, 2.44922, -0.09789], [4.69520, 2.25436, -0.64450], [4.97216, 1.11282, -1.37780], [6.70715, 0.88428, -2.04345], [3.97714, 0.11511, -1.63212], [4.16614, -1.04861, -2.39875], [3.10270, -1.89049, -2.58703], [1.87159, -1.59588, -1.99341], [1.67189, -0.54236, -1.22067], [2.71251, 0.31105, -1.06282], [2.43138, 1.46188, -0.25408], [1.29633, 1.52884, 0.29428], [5.46924, 2.99152, -0.48440], [5.13302, -1.26279, -2.83232], [3.18818, -2.79454, -3.17231], [1.04529, -2.25897, -2.12717], [-1.54054, 1.83045, -0.21165], [-1.44407, 2.03543, 1.01467], [-0.79505, 1.20100, 1.74488], [-2.12876, 3.17394, 1.68820], [-1.41850, 4.11062, 2.42783], [-2.10279, 5.09373, 3.12040], [-3.48648, 5.10396, 3.08012], [-4.20493, 4.18221, 2.33802], [-3.51832, 3.21787, 1.62367], [-4.22165, 6.10941, 3.86736], [-3.56321, 6.95344, 4.44035], [-5.43290, 6.03275, 3.87811], [-0.33800, 4.06989, 2.46347], [-1.58249, 5.83923, 3.70357], [-5.28388, 4.22711, 2.33466], [-4.05399, 2.49438, 1.02261]],
  "forces_ev_per_a": [[-1.2, -0.7, 0.7], [0.0, 0.0, 0.0], [0.1, 0.0, 0.3], [0.0, -0.1, 0.0], [0.0, -0.1, 0.0], [0.3, 0.1, 0.4], [0.1, 0.1, 0.1], [0.0, 0.0, -0.2], [-0.7, 0.5, -0.4], [0.4, 0.0, -0.1], [-0.1, -0.1, 0.1], [-0.5, -0.3, 0.3], [0.2, -0.3, -0.2], [0.8, 0.0, -0.5], [-0.5, 0.3, 0.4], [0.2, 0.2, 0.2], [0.3, -0.1, -0.3], [-0.2, -0.3, 0.1], [0.0, 0.0, 0.0], [0.0, 0.0, 0.0], [0.0, 0.0, 0.0], [0.1, 0.0, 0.0], [0.0, -0.1, 0.0], [0.0, 0.0, 0.0], [0.0, 0.0, -0.1], [0.0, 0.0, 0.0], [0.0, 0.0, 0.0], [0.1, -0.2, -0.1], [0.2, 0.5, 0.2], [-0.2, 0.2, 0.2], [0.5, -0.2, -0.2], [-0.4, 0.1, 0.1], [-0.4, -0.1, 0.1], [0.0, -0.1, -0.1], [0.2, 0.1, 0.0], [-0.2, 0.1, 0.0], [0.2, 0.3, 0.1], [0.3, -0.4, -0.4], [-0.1, -0.3, 0.0], [0.5, 0.7, 0.0], [0.0, 0.0, 0.0], [0.0, 0.0, 0.0], [0.0, 0.0, 0.0], [-0.1, 0.1, -0.1], [0.3, 0.0, 0.2], [-0.5, 0.6, -0.3], [0.5, -0.5, -0.4], [-0.1, -0.2, 0.1], [0.0, -0.1, 0.0], [0.0, 0.2, 0.1], [0.2, -0.4, -0.2], [-0.2, 0.1, 0.1], [0.1, 0.1, -0.1], [-0.1, 0.3, 0.0], [-0.1, -0.1, 0.0], [0.2, 0.0, 0.0], [0.0, 0.0, 0.0], [0.0, 0.0, 0.0], [0.0, 0.0, 0.0], [0.0, 0.0, 0.0]]
}

{
  "formula": "H20O10",
  "method": "the ωB97M-V functional and the def2-TZVPD basis",
  "charge": 0,
  "mol_weight_g_mol": 180.150,
  "gap_ev": 10.268,
  "smiles": "O.O.O.O.O.O.O.O.O.O",
  "total_energy_ha": -764.34435,
  "largest_force_ev_per_a": 0.52,
  "de_lowest_kj_mol": 361.2,
  "elements": ["H", "H", "H", "H", "H", "H", "H", "H", "H", "H", "H", "H", "H", "H", "H", "H", "H", "H", "H", "H", "O", "O", "O", "O", "O", "O", "O", "O", "O", "O"],
  "coordinates": [[0.00285, 1.28351, -0.00525], [-0.06903, 0.04098, 0.86710], [1.43836, -1.07437, 0.96168], [2.00757, 0.32423, 0.78864], [-1.92473, 1.40223, -1.57421], [-2.95909, 0.58428, -2.32993], [5.04510, 1.70028, 0.78352], [4.23902, 0.41457, 0.86852], [2.61102, 4.00691, -0.90842], [2.75464, 2.61186, -0.32254], [-4.16722, -1.64679, 3.57945], [-2.77574, -1.54310, 2.97688], [0.67930, -4.40020, 0.77004], [-0.53127, -3.50515, 0.97843], [-3.13678, 3.27109, 0.66360], [-3.53677, 4.50587, -0.12721], [-2.40988, -2.47120, -0.97418], [-1.20907, -1.62281, -1.35931], [1.46656, -2.35229, -1.92480], [2.43080, -1.99366, -3.04358], [-0.42644, 0.93214, 0.78294], [2.22584, -0.60605, 0.66246], [-2.37773, 1.34738, -2.42319], [4.64388, 1.09540, 1.41765], [2.37151, 3.47716, -0.13966], [-3.70455, -1.38105, 2.77675], [0.20621, -3.65812, 0.37701], [-3.10446, 3.64967, -0.22219], [-2.11965, -1.81070, -1.61332], [2.32974, -2.58206, -2.28690]],
  "forces_ev_per_a": [[0.0, 0.2, 0.0], [-0.3, 0.2, -0.1], [0.4, -0.4, 0.0], [0.1, 0.1, 0.3], [-0.3, 0.1, 0.0], [0.1, 0.0, 0.0], [0.1, 0.0, 0.2], [0.0, -0.3, 0.1], [-0.1, 0.0, 0.1], [0.1, 0.1, 0.1], [0.0, 0.0, -0.1], [-0.1, 0.1, 0.0], [0.1, 0.0, -0.1], [0.0, -0.1, 0.0], [0.0, 0.0, -0.1], [0.1, -0.1, -0.1], [-0.1, 0.0, -0.1], [-0.1, 0.0, -0.1], [0.1, -0.1, 0.1], [0.0, -0.1, 0.0], [0.1, -0.2, -0.1], [-0.2, 0.2, -0.2], [0.1, -0.1, 0.0], [-0.1, 0.2, -0.3], [0.0, -0.2, -0.2], [0.1, -0.2, 0.1], [-0.1, 0.2, 0.2], [-0.1, 0.1, 0.2], [0.1, 0.0, 0.2], [-0.1, 0.1, -0.1]]
}

{
  "formula": "C3H5N4",
  "method": "the ωB97M-V functional and the def2-TZVPD basis",
  "charge": 1,
  "mol_weight_g_mol": 97.101,
  "gap_ev": 7.099,
  "smiles": "CC1=[N+]=NCN=N1",
  "total_energy_ha": -335.85725,
  "largest_force_ev_per_a": 3.56,
  "de_lowest_kj_mol": 565.9,
  "elements": ["C", "C", "C", "N", "N", "N", "N", "H", "H", "H", "H", "H"],
  "coordinates": [[-0.42443, -0.72402, -0.00272], [2.46154, -0.54200, -0.05492], [-1.88661, -0.85137, -0.02825], [0.40775, 0.38627, 0.04252], [0.48599, -1.61029, -0.27754], [1.63325, -1.73047, -0.21991], [1.54623, 0.49789, 0.09313], [2.94027, -0.84860, 0.86224], [2.99648, -0.46357, -1.00373], [-2.22560, -1.88316, 0.17934], [-2.43749, -0.65633, -0.89892], [-2.41944, -0.30294, 0.82404]],
  "forces_ev_per_a": [[-1.0, 0.4, -0.8], [3.2, -1.4, -0.6], [-1.7, -0.3, 2.7], [-3.1, 1.4, 1.1], [-0.9, -2.3, 0.2], [-1.1, -1.1, -0.6], [0.4, 1.1, -0.2], [1.4, 1.1, 0.1], [0.9, 0.5, 0.7], [0.9, 0.1, 0.1], [-0.1, 0.9, -1.6], [1.1, -0.3, -1.1]]
}